{
  "formula": "C25H19Br2N6OOs",
  "method": "ωB97M-V with the def2-TZVPD basis set",
  "fmax_ev_per_a": 0.327,
  "multiplicity": 5,
  "homo_ha": [-0.618, -0.628],
  "energy_ha": -6605.6554,
  "relative_energy_kj_mol": 0.00,
  "charge": 3,
  "species": ["H", "C", "C", "C", "C", "C", "C", "C", "C", "H", "C", "N", "C", "Os", "N", "Br", "H", "C", "H", "C", "C", "H", "H", "O", "H", "H", "C", "C", "C", "N", "H", "C", "H", "H", "H", "H", "C", "H", "H", "H", "H", "C", "N", "C", "C", "C", "H", "C", "C", "Br", "N", "H", "N", "C"],
  "xyz": [[-2.190, -1.696, 5.804], [-1.887, -0.368, 1.907], [2.695, -1.592, 0.248], [-2.666, -0.001, 0.677], [-0.766, 0.849, -2.455], [-2.054, 0.663, -1.705], [4.312, -3.403, 0.158], [3.459, 0.997, -3.999], [4.005, -2.024, 0.465], [-1.380, 1.340, -4.388], [0.736, 1.141, -4.051], [-1.733, 0.731, -0.241], [1.396, 0.824, -2.865], [0.239, 0.089, 0.086], [-2.380, -0.757, 3.074], [6.018, -4.050, 0.416], [4.539, 0.955, -4.013], [1.137, -1.525, 5.033], [-2.466, -0.324, -1.921], [1.672, -2.484, -0.264], [-0.156, -0.862, 3.173], [0.885, 1.643, -6.155], [-3.361, -0.811, 3.317], [0.500, -2.026, -0.437], [0.047, -2.093, 6.794], [3.357, 1.502, -6.084], [-0.036, -1.747, 5.773], [-1.313, -1.084, 3.918], [4.927, -1.088, 0.963], [2.295, -0.319, 0.501], [5.953, -1.378, 1.146], [3.335, -4.260, -0.332], [3.319, 0.518, -1.909], [3.596, -5.287, -0.551], [2.013, -0.901, 3.173], [-1.756, 1.716, 0.028], [2.034, -3.835, -0.547], [5.192, 0.945, 1.598], [-3.004, -0.908, 0.171], [2.835, 1.560, 1.164], [-2.799, 1.411, -1.980], [1.102, -1.079, 3.727], [-0.544, -0.407, 1.905], [2.782, 1.313, -5.188], [4.509, 0.199, 1.215], [3.184, 0.553, 0.973], [-3.542, 0.604, 0.912], [1.405, 1.394, -5.240], [-1.287, -1.530, 5.232], [0.747, -4.985, -1.199], [0.426, 0.647, -1.869], [2.092, -1.705, 5.509], [-0.629, 1.145, -3.739], [2.785, 0.749, -2.820]],
  "lowdin_charge": [0.135, -0.271, -0.154, -0.047, -0.271, -0.047, -0.576, -0.032, -0.152, 0.200, -0.147, -0.178, -0.190, 1.682, 0.224, 1.026, 0.124, -0.032, 0.150, -0.349, -0.190, 0.135, 0.200, -0.124, 0.130, 0.130, -0.022, -0.147, 0.038, -0.070, 0.110, -0.116, 0.098, 0.123, 0.098, 0.152, -0.581, 0.140, 0.150, 0.135, 0.156, -0.001, -0.054, -0.022, 0.022, -0.086, 0.156, 0.033, 0.033, 0.985, -0.054, 0.124, 0.224, -0.001]
}